Version 1
{"formula": "C7H10N2", "method": "ωB97M-V with the def2-TZVPD basis set", "homo_lumo_gap_ev": [8.243, 8.290], "spin_multiplicity": 1, "elements": ["C", "C", "C", "C", "C", "C", "C", "N", "N", "H", "H", "H", "H", "H", "H", "H", "H", "H", "H"], "coordinates": [[-1.734, 1.101, -0.249], [3.471, 0.990, 0.225], [2.252, 0.497, 0.500], [-0.745, -1.197, -0.857], [-1.835, -0.345, -0.098], [-2.703, -0.814, 1.080], [1.119, 0.235, -0.593], [-1.807, 2.246, -0.405], [0.340, -0.832, -0.149], [4.187, 1.296, 0.933], [3.705, 1.106, -0.852], [1.994, 0.381, 1.501], [-1.015, -2.268, -0.629], [-0.878, -0.981, -1.924], [-2.422, -0.501, 1.983], [-2.932, -1.846, 0.943], [-3.596, -0.163, 0.961], [1.880, -0.173, -1.388], [0.718, 1.266, -0.982]], "nbo_charge": [0.194, -0.409, -0.151, -0.273, 0.067, -0.638, -0.348, -0.304, -0.283, 0.205, 0.180, 0.192, 0.208, 0.191, 0.232, 0.225, 0.239, 0.229, 0.245]}

=====

Version 2
{"formula": "C7H10N2", "method": "ωB97M-V with the def2-TZVPD basis set", "homo_lumo_gap_ev": 9.161, "smiles": "C[C@@H](C#N)CCC=C=N", "spin_multiplicity": 1, "elements": ["C", "C", "C", "N", "C", "C", "C", "C", "N", "H", "H", "H", "H", "H", "H", "H", "H", "H", "H"], "coordinates": [[-2.502, -0.390, -0.598], [-1.290, -0.631, 0.283], [-0.402, -1.609, -0.284], [0.289, -2.442, -0.654], [-0.483, 0.515, 0.702], [0.466, 1.120, -0.325], [1.925, 1.211, 0.004], [2.747, 0.197, 0.209], [3.439, -0.804, 0.226], [-2.681, 0.784, -0.515], [-3.434, -0.838, -0.217], [-2.428, -0.746, -1.671], [-1.575, -1.204, 1.153], [0.165, -0.003, 1.412], [-0.962, 1.329, 1.305], [0.539, 0.630, -1.256], [-0.005, 2.018, -0.642], [2.359, 2.195, -0.115], [3.832, -1.332, 0.983]], "nbo_charge": [-0.605, -0.348, 0.294, -0.329, -0.385, -0.433, -0.461, 0.448, -0.630, 0.212, 0.226, 0.235, 0.250, 0.217, 0.223, 0.226, 0.219, 0.244, 0.396]}

=====

Bottom line: version 2, by a margin of 2.561 eV.

=====

Version 1
{"formula": "C5H18O3", "method": "ωB97M-V with the def2-TZVPD basis set", "homo_lumo_gap_ev": 10.938, "smiles": "CCCCC.O.O.O", "spin_multiplicity": 1, "elements": ["C", "C", "C", "C", "C", "H", "H", "H", "H", "H", "H", "H", "H", "H", "H", "H", "H", "O", "H", "H", "O", "H", "H", "O", "H", "H"], "coordinates": [[2.291, -0.324, 1.702], [0.824, 0.007, 2.031], [-0.254, -0.641, 1.222], [-0.658, 0.146, -0.080], [-0.944, 1.595, 0.273], [2.395, 0.025, 0.715], [3.106, 0.033, 2.218], [2.332, -1.395, 1.546], [0.664, -0.258, 3.128], [0.855, 1.051, 1.965], [0.267, -1.716, 1.035], [-1.229, -0.880, 1.620], [0.315, 0.131, -0.638], [-1.395, -0.536, -0.495], [-0.846, 2.111, -0.629], [-1.965, 1.913, 0.609], [-0.348, 2.076, 1.011], [-1.310, 0.855, -4.779], [-1.657, 1.033, -3.853], [-0.744, 0.112, -4.511], [2.057, 2.519, -5.308], [2.142, 3.361, -4.952], [1.388, 2.010, -4.914], [-2.361, -4.656, 4.035], [-1.729, -4.288, 3.488], [-3.194, -4.285, 3.558]], "nbo_charge": [-0.598, -0.408, -0.382, -0.413, -0.628, 0.191, 0.218, 0.193, 0.200, 0.195, 0.185, 0.205, 0.192, 0.217, 0.207, 0.209, 0.215, -0.925, 0.464, 0.462, -0.945, 0.469, 0.475, -0.919, 0.457, 0.462]}

=====

Version 2
{"formula": "C5H18O3", "method": "ωB97M-V with the def2-TZVPD basis set", "homo_lumo_gap_ev": 10.530, "smiles": "CCCCC.O.O.O", "spin_multiplicity": 1, "elements": ["C", "C", "C", "C", "C", "H", "H", "H", "H", "H", "H", "H", "H", "H", "H", "H", "H", "O", "H", "H", "O", "H", "H", "O", "H", "H"], "coordinates": [[0.382, -1.615, 0.204], [0.551, -1.087, 1.577], [-0.474, 0.145, 1.544], [-1.919, -0.164, 1.411], [-2.516, 0.298, 0.066], [0.962, -1.077, -0.628], [-0.659, -1.680, -0.321], [0.785, -2.619, 0.080], [1.634, -0.844, 1.712], [0.270, -1.867, 2.401], [-0.248, 1.069, 2.329], [-0.209, 1.020, 0.744], [-2.192, -1.220, 1.558], [-2.382, 0.528, 2.192], [-3.517, 0.401, 0.172], [-2.324, 1.321, -0.293], [-2.262, -0.510, -0.750], [5.590, -2.289, -1.027], [4.967, -1.878, -1.710], [6.518, -2.415, -1.170], [2.860, 3.729, 1.058], [2.565, 4.558, 1.501], [2.285, 3.111, 1.443], [-4.904, 0.562, -3.817], [-4.972, -0.270, -4.124], [-5.732, 0.890, -3.658]], "nbo_charge": [-0.623, -0.422, -0.406, -0.446, -0.590, 0.209, 0.206, 0.208, 0.222, 0.206, 0.196, 0.206, 0.216, 0.212, 0.201, 0.209, 0.195, -0.988, 0.499, 0.490, -0.926, 0.465, 0.462, -0.922, 0.460, 0.462]}

=====

Bottom line: version 1, by a margin of 0.857 eV.

=====

Version 1
{"formula": "C5H8N2O3", "method": "ωB97M-V with the def2-TZVPD basis set", "homo_lumo_gap_ev": 10.279, "smiles": "O=C1NC[C@@]12COC=N2.O", "spin_multiplicity": 1, "elements": ["O", "C", "N", "C", "C", "C", "O", "C", "N", "H", "H", "H", "H", "H", "H", "O", "H", "H"], "coordinates": [[-1.141, -1.847, 0.824], [-0.765, -0.708, 0.675], [-0.328, 0.325, 1.808], [0.712, 0.879, 0.944], [0.323, -0.071, -0.217], [1.418, -0.992, -0.787], [1.378, -0.723, -2.202], [0.408, 0.166, -2.397], [-0.233, 0.598, -1.386], [-0.305, 0.356, 2.820], [0.560, 1.932, 0.666], [1.725, 0.686, 1.319], [2.419, -0.750, -0.413], [1.210, -2.057, -0.630], [0.284, 0.517, -3.422], [-2.832, 0.219, 0.832], [-2.766, 0.717, 0.007], [-2.067, 0.753, 1.562]], "nbo_charge": [-0.526, 0.775, -0.765, -0.209, -0.064, -0.092, -0.475, 0.406, -0.489, 0.409, 0.202, 0.187, 0.200, 0.221, 0.200, -0.952, 0.473, 0.500]}

=====

Version 2
{"formula": "C5H8N2O3", "method": "ωB97M-V with the def2-TZVPD basis set", "homo_lumo_gap_ev": 8.473, "spin_multiplicity": 1, "elements": ["C", "N", "C", "O", "C", "O", "C", "C", "N", "H", "H", "H", "H", "H", "H", "H", "O", "H"], "coordinates": [[-2.519, -1.695, -0.155], [-1.690, -0.713, 0.513], [-0.772, -0.135, -0.119], [0.667, -1.257, -0.513], [1.667, -0.463, -0.263], [2.769, -1.017, 0.248], [1.388, 0.879, -0.025], [-0.006, 1.130, 0.208], [-0.370, 1.811, 1.360], [-2.794, -1.414, -1.184], [-2.031, -2.681, -0.205], [-3.467, -1.770, 0.390], [2.151, 1.649, 0.065], [0.049, 2.727, 1.470], [-1.351, 1.793, 1.613], [2.574, -1.904, 0.577], [-1.222, 1.303, -1.025], [-0.776, 1.022, -1.831]], "nbo_charge": [-0.424, -0.535, 0.673, -0.609, 0.717, -0.669, -0.531, 0.312, -0.785, 0.183, 0.198, 0.203, 0.227, 0.386, 0.401, 0.504, -0.727, 0.476]}

=====

Bottom line: version 1, by a margin of 2.040 eV.

=====

Version 1
{"formula": "C22H22N4O2PtS3Sb", "method": "ωB97M-V with the def2-TZVPD basis set", "total_charge": 1, "homo_lumo_gap_ev": 6.416, "spin_multiplicity": 1, "elements": ["Pt", "N", "C", "C", "C", "C", "C", "C", "S", "N", "C", "C", "C", "C", "C", "C", "N", "H", "H", "H", "H", "H", "H", "H", "H", "H", "C", "Sb", "C", "C", "H", "H", "H", "H", "H", "H", "H", "H", "H", "O", "S", "O", "N", "C", "S", "C", "C", "C", "C", "C", "C", "H", "H", "H", "H"], "coordinates": [[0.029, 0.652, 0.309], [0.736, -3.427, -1.001], [-0.461, -3.896, -1.610], [-0.396, -4.588, -2.805], [-1.566, -5.026, -3.414], [-2.793, -4.741, -2.842], [-2.855, -4.019, -1.656], [-1.689, -3.617, -1.025], [-1.770, -2.767, 0.522], [-0.276, -1.965, 0.552], [0.717, -2.373, -0.128], [1.992, -1.608, 0.036], [3.222, -2.241, -0.008], [4.378, -1.496, 0.161], [4.274, -0.132, 0.362], [3.017, 0.438, 0.405], [1.899, -0.278, 0.247], [1.570, -3.556, -1.549], [0.567, -4.791, -3.258], [-1.509, -5.582, -4.340], [-3.707, -5.071, -3.317], [-3.813, -3.777, -1.213], [3.272, -3.313, -0.141], [5.345, -1.980, 0.140], [5.147, 0.491, 0.491], [2.875, 1.499, 0.562], [1.618, -0.066, 3.781], [-0.090, 0.799, 2.878], [-1.621, -0.489, 3.543], [-0.385, 2.502, 4.076], [1.371, -0.337, 4.806], [2.435, 0.654, 3.788], [1.924, -0.958, 3.237], [-1.652, -0.439, 4.630], [-1.407, -1.507, 3.225], [-2.577, -0.171, 3.131], [-0.339, 2.166, 5.111], [-1.352, 2.939, 3.849], [0.391, 3.236, 3.877], [-1.323, 3.462, 1.569], [-2.097, 3.172, 0.394], [-3.509, 3.368, 0.418], [-1.812, 1.568, -0.103], [-1.191, 1.568, -1.331], [-0.864, 0.124, -2.107], [-0.877, 2.923, -1.855], [-0.214, 3.259, -3.024], [-0.054, 4.605, -3.316], [-0.558, 5.591, -2.468], [-1.225, 5.255, -1.298], [-1.361, 3.910, -1.020], [0.157, 2.486, -3.684], [0.461, 4.897, -4.221], [-0.429, 6.633, -2.727], [-1.625, 6.013, -0.638]], "nbo_charge": [0.568, -0.614, 0.211, -0.256, -0.184, -0.205, -0.180, -0.263, 0.501, -0.668, 0.396, 0.180, -0.228, -0.121, -0.234, 0.070, -0.450, 0.406, 0.217, 0.229, 0.230, 0.230, 0.242, 0.243, 0.248, 0.231, -1.004, 1.365, -0.986, -0.966, 0.249, 0.241, 0.238, 0.244, 0.247, 0.257, 0.235, 0.270, 0.250, -0.946, 2.299, -0.883, -0.791, -0.025, 0.037, -0.048, -0.184, -0.182, -0.172, -0.161, -0.333, 0.242, 0.232, 0.234, 0.244]}

=====

Version 2
{"formula": "C22H22N4O2PtS3Sb", "method": "ωB97M-V with the def2-TZVPD basis set", "total_charge": 1, "homo_lumo_gap_ev": 6.760, "spin_multiplicity": 1, "elements": ["Pt", "N", "C", "C", "C", "C", "C", "C", "S", "N", "C", "C", "C", "C", "C", "C", "N", "H", "H", "H", "H", "H", "H", "H", "H", "H", "C", "Sb", "C", "C", "H", "H", "H", "H", "H", "H", "H", "H", "H", "O", "S", "O", "N", "C", "S", "C", "C", "C", "C", "C", "C", "H", "H", "H", "H"], "coordinates": [[-1.233, 0.733, -0.315], [0.710, -3.509, -0.840], [2.071, -3.701, -0.505], [2.549, -4.984, -0.302], [3.883, -5.189, 0.029], [4.733, -4.109, 0.177], [4.249, -2.819, -0.008], [2.927, -2.616, -0.361], [2.332, -0.968, -0.646], [0.670, -1.167, -0.660], [0.083, -2.289, -0.769], [-1.412, -2.291, -0.808], [-2.135, -3.443, -1.101], [-3.516, -3.432, -1.071], [-4.168, -2.258, -0.739], [-3.404, -1.141, -0.479], [-2.061, -1.146, -0.522], [0.151, -4.342, -0.827], [1.878, -5.828, -0.412], [4.247, -6.197, 0.173], [5.772, -4.260, 0.438], [4.906, -1.967, 0.113], [-1.634, -4.358, -1.377], [-4.072, -4.330, -1.303], [-5.245, -2.195, -0.695], [-3.862, -0.192, -0.238], [-2.812, 0.874, 3.348], [-1.077, 0.427, 2.211], [0.482, 1.317, 3.327], [-0.774, -1.621, 2.698], [-2.631, 0.639, 4.396], [-3.642, 0.271, 2.984], [-3.061, 1.928, 3.244], [0.421, 0.926, 4.342], [0.387, 2.399, 3.324], [1.434, 1.042, 2.878], [-0.717, -1.730, 3.780], [0.160, -1.959, 2.252], [-1.598, -2.227, 2.323], [1.221, 3.515, 1.066], [0.025, 3.910, 0.388], [-1.054, 4.460, 1.143], [-0.539, 2.609, -0.509], [-0.483, 2.798, -1.805], [-1.064, 1.456, -2.671], [0.053, 4.101, -2.201], [0.240, 4.619, -3.469], [0.760, 5.903, -3.576], [1.076, 6.645, -2.443], [0.886, 6.126, -1.165], [0.377, 4.851, -1.076], [-0.013, 4.039, -4.346], [0.919, 6.335, -4.555], [1.476, 7.643, -2.556], [1.130, 6.701, -0.282]], "nbo_charge": [0.525, -0.619, 0.211, -0.255, -0.186, -0.206, -0.185, -0.266, 0.520, -0.658, 0.388, 0.180, -0.221, -0.128, -0.222, 0.059, -0.439, 0.402, 0.215, 0.229, 0.230, 0.228, 0.225, 0.243, 0.247, 0.234, -0.981, 1.284, -0.966, -0.993, 0.243, 0.237, 0.255, 0.238, 0.263, 0.254, 0.247, 0.242, 0.232, -0.906, 2.296, -0.897, -0.794, 0.158, -0.061, -0.156, -0.139, -0.183, -0.164, -0.196, -0.223, 0.240, 0.234, 0.235, 0.246]}

=====

Bottom line: version 2, by a margin of 0.877 eV.